## a
The following is a quantum chemistry calculation of an isolated molecule of C6H9NO, from OMol25.

Properties
**Multiplicity**: 1
**SMILES**: C=N/C(C)=C(/C)C=O
**HOMO energy**: -8.88 eV
**Lowest unoccupied orbital energy**: 0.0 eV
**M**: 111.1 g mol⁻¹

Each line ends with the Löwdin charge.
CARTESIAN COORDINATES (ANGSTROEM)
C 0.986 -0.057 1.715  -0.020
C 1.602 0.668 -1.341  -0.057
C 0.059 -0.040 0.540  -0.294
C 0.283 0.373 -0.708  -0.200
C -0.862 -0.158 -1.638  -0.196
C -2.248 -0.615 1.088  -0.023
N -1.104 -0.931 0.607  0.002
O -0.681 -0.338 -2.843  0.023
H -1.898 0.066 -1.343  0.106
H 0.490 0.399 2.579  0.083
H 1.273 -1.075 1.991  0.091
H 1.900 0.507 1.507  0.080
H 2.216 -0.240 -1.377  0.093
H 2.147 1.447 -0.802  0.077
H 1.488 0.997 -2.378  0.076
H -2.760 0.300 0.751  0.083
H -2.892 -1.303 1.652  0.075

## b
The following is a quantum chemistry calculation of an isolated molecule of C6H9NO, from OMol25.

Properties
**Multiplicity**: 1
**SMILES**: C[C@]12N[C@H]1[C@@H]1C[C@H]2O1
**HOMO energy**: -8.98 eV
**Lowest unoccupied orbital energy**: 0.9 eV
**M**: 111.1 g mol⁻¹

Each line ends with the Löwdin charge.
CARTESIAN COORDINATES (ANGSTROEM)
C 1.912 -0.547 -0.140  -0.025
C 0.607 0.352 -0.261  -0.578
C -0.249 1.172 0.591  -0.167
C -1.833 0.532 0.172  -0.272
C -1.269 -0.817 0.517  -0.150
C -0.471 -0.674 -0.840  -0.089
H 2.936 -0.170 0.488  0.131
H 2.360 -0.449 -1.156  0.075
H 1.646 -1.525 0.200  0.047
H 1.447 2.074 -0.090  0.190
H 0.034 1.118 1.754  0.170
H -2.754 1.233 0.325  0.176
H -0.926 -1.077 1.689  0.174
H -1.979 -1.673 0.116  0.129
H -0.303 -1.573 -1.569  0.176
N 0.477 1.669 -0.634  0.110
O -1.636 0.354 -1.163  -0.096

## c
The following is a quantum chemistry calculation of an isolated molecule of C6H9NO, from OMol25.

Properties
**Multiplicity**: 1
**SMILES**: NC1(CO)C=CC=C1
**HOMO energy**: -9.29 eV
**Lowest unoccupied orbital energy**: 0.7 eV
**M**: 111.1 g mol⁻¹

Each line ends with the Löwdin charge.
CARTESIAN COORDINATES (ANGSTROEM)
C 0.413 -0.047 0.266  -0.534
C 0.301 1.321 0.989  -0.163
C 0.496 0.010 -1.266  -0.092
C -0.413 -0.801 -1.779  -0.074
C -1.268 -1.241 -0.554  -0.146
C -0.760 -0.971 0.553  -0.098
H 2.026 -0.813 1.481  0.125
H 2.435 -0.225 0.029  0.060
H 0.160 0.833 2.084  0.163
H 0.899 2.097 0.755  0.072
H -1.580 1.526 0.046  0.206
H 1.184 0.871 -1.687  0.161
H -1.017 -0.568 -2.755  0.132
H -2.081 -2.014 -1.014  0.151
H -1.461 -1.170 1.452  0.159
N 1.692 -0.788 0.433  0.052
O -1.027 1.978 0.964  -0.174

## d
The following is a quantum chemistry calculation of a structure of composition C6H9NO, from OMol25.

Properties
**Multiplicity**: 1
**HOMO energy**: -7.83 eV
**Lowest unoccupied orbital energy**: 0.2 eV
**M**: 111.1 g mol⁻¹

Each line ends with the Löwdin charge.
CARTESIAN COORDINATES (ANGSTROEM)
C -0.027 0.662 1.215  -0.145
C 0.800 1.878 0.832  -0.130
C -0.782 -0.675 -0.916  -0.331
C 0.337 -0.930 -0.150  -0.094
N -1.159 -1.300 -2.094  0.111
C 1.322 -1.747 0.160  0.012
C -1.365 0.424 -0.298  -0.239
O -2.044 1.382 -0.441  0.128
H -1.692 -0.746 -2.746  0.094
H -1.474 -2.257 -2.032  0.092
H -0.928 0.939 1.767  0.088
H 0.512 -0.014 1.871  0.077
H 1.233 -2.809 -0.044  0.064
H 2.224 -1.405 0.651  0.062
H 0.246 2.550 0.175  0.069
H 1.724 1.593 0.325  0.071
H 1.073 2.453 1.723  0.071

Energy ordering: a at the bottom, the next structure 38.2 kcal/mol above.

## a
The following is a quantum chemistry calculation of an isolated molecule of C6H9NO, from OMol25.

Properties
**Multiplicity**: 1
**SMILES**: C=C1[C@H](O)C=C[C@@H]1N
**HOMO energy**: -9.61 eV
**Lowest unoccupied orbital energy**: 1.0 eV
**M**: 111.1 g mol⁻¹

Each line ends with the Löwdin charge.
CARTESIAN COORDINATES (ANGSTROEM)
C -0.106 -0.994 0.578  -0.337
C 0.960 -0.206 1.266  -0.047
C 0.685 1.085 1.190  -0.041
C -0.447 1.381 0.254  -0.341
C -0.679 0.068 -0.384  -0.237
C -1.182 -0.199 -1.578  0.070
H 0.936 -1.921 -0.928  0.064
H 0.945 -2.717 0.446  0.060
H -0.827 -1.346 1.311  0.146
H 1.758 -0.653 1.828  0.105
H 1.333 1.928 1.528  0.130
H -1.288 1.738 0.837  0.154
H 0.611 2.118 -1.203  0.102
H -1.321 -1.193 -2.080  0.081
H -1.595 0.629 -2.239  0.090
N 0.342 -2.191 -0.166  0.042
O -0.124 2.472 -0.662  -0.041

## b
The following is a quantum chemistry calculation of a cluster of 2 separate species, C6H9NO in total, from OMol25.

Properties
**Multiplicity**: 1
**HOMO energy**: -7.98 eV
**Lowest unoccupied orbital energy**: 0.1 eV
**M**: 111.1 g mol⁻¹

Each line ends with the Löwdin charge.
CARTESIAN COORDINATES (ANGSTROEM)
C 1.584 -0.879 0.207  -0.279
C 0.169 -0.662 0.218  -0.172
C -1.027 -1.270 -0.136  -0.081
C -2.313 -0.511 -0.275  -0.060
C -1.882 0.815 0.024  -0.087
C -0.455 0.859 0.477  -0.446
H 2.580 1.158 0.439  0.178
H 2.337 0.337 -1.391  0.113
H 1.616 -1.141 1.259  0.113
H 1.867 -1.952 -0.025  0.137
H -1.129 -2.284 -0.365  0.066
H -3.480 -0.586 -0.556  0.138
H -2.662 1.671 0.093  0.132
H -0.698 1.018 1.565  0.157
H 0.895 1.226 -1.104  0.293
N 2.473 0.255 -0.289  -0.046
O 0.125 1.944 -0.141  -0.156

## c
The following is a quantum chemistry calculation of a structure of composition C6H9NO, from OMol25.

Properties
**Multiplicity**: 1
**HOMO energy**: -7.90 eV
**Lowest unoccupied orbital energy**: 0.9 eV
**M**: 111.1 g mol⁻¹

Each line ends with the Löwdin charge.
CARTESIAN COORDINATES (ANGSTROEM)
C -0.518 -0.700 0.027  -0.411
C -1.677 -0.667 -0.818  -0.034
C -1.058 0.623 -0.726  -0.244
C 0.548 1.347 0.307  -0.165
C 0.775 -0.083 -0.093  -0.361
C 1.976 -0.604 -0.447  0.047
H -1.204 0.118 1.596  0.118
H 0.323 -0.988 2.077  0.220
H -2.454 -1.021 -0.148  0.133
H -1.817 -0.888 -1.829  0.105
H -0.449 0.617 -1.635  0.164
H 0.856 2.015 -0.446  0.119
H 1.153 1.509 1.248  0.154
H 3.033 -0.185 -0.194  0.085
H 2.185 -1.690 -0.708  0.072
N -0.810 -0.920 1.467  0.056
O -0.862 1.516 0.322  -0.056

## d
The following is a quantum chemistry calculation of a cluster of 2 separate species, C6H9NO in total, from OMol25.

Properties
**Multiplicity**: 1
**SMILES**: c1ccncc1.CO
**HOMO energy**: -9.15 eV
**Lowest unoccupied orbital energy**: 0.5 eV
**M**: 111.1 g mol⁻¹

Each line ends with the Löwdin charge.
CARTESIAN COORDINATES (ANGSTROEM)
C 0.933 -1.787 -2.523  -0.218
C -0.297 1.279 -0.125  -0.120
C -0.204 2.114 1.001  -0.063
C -0.261 1.584 2.291  -0.073
C -0.441 0.207 2.415  -0.048
C -0.581 -0.534 1.205  -0.094
H -0.466 -0.740 -1.558  0.020
H 1.018 -2.285 -3.547  0.090
H 1.557 -0.850 -2.414  0.080
H 1.302 -2.521 -1.796  0.058
H -0.146 1.518 -1.170  0.115
H -0.077 3.205 0.773  0.118
H -0.297 2.201 3.178  0.105
H -0.342 -0.318 3.317  0.084
H -0.748 -1.609 1.310  0.114
N -0.551 -0.032 -0.048  0.028
O -0.401 -1.429 -2.310  -0.198

Energy ordering: d at the bottom, the next structure 12.5 kcal/mol above.